--- a ---
A cluster of 11 separate species, H22O11 in total. Source: OMol25; level of theory: ωB97M-V/def2-TZVPD.

Each atom is followed by the atoms it is bonded to, with distances in Å.
Atoms and positions in Å:
1 O -0.64770 0.45745 -0.25079  H2 0.964, H3 0.964
2 H -0.96238 -0.02728 -1.02216  O1 0.964
3 H -0.00803 1.08192 -0.61114  O1 0.964
4 O -3.40305 2.32636 0.32122  H5 0.964, H6 0.964
5 H -2.64162 1.89142 -0.07881  O4 0.964
6 H -3.68975 2.95886 -0.34716  O4 0.964
7 O -0.95014 -2.37825 -1.85257  H8 0.964, H9 0.964
8 H -0.96242 -2.24838 -0.89760  O7 0.964
9 H -0.53862 -1.57593 -2.19308  O7 0.964
10 O -0.87985 1.09918 3.48098  H11 0.964, H12 0.964
11 H -0.61839 0.62344 4.27740  O10 0.964
12 H -1.36846 1.86094 3.81261  O10 0.964
13 O 5.04254 0.95404 -0.71643  H14 0.964, H15 0.964
14 H 4.19990 1.41698 -0.64831  O13 0.964
15 H 4.86124 0.08169 -0.34883  O13 0.964
16 O 1.78674 0.35291 0.24890  H17 0.964, H18 0.964
17 H 1.98019 -0.48303 0.68796  O16 0.964
18 H 2.51103 0.46185 -0.37762  O16 0.964
19 O -1.08155 3.72695 -1.21589  H20 0.964, H21 0.964
20 H -1.68135 3.41970 -0.52681  O19 0.964
21 H -0.68126 4.51997 -0.84188  O19 0.964
22 O 0.68124 4.11361 1.40924  H23 0.964, H24 0.964
23 H -0.03659 4.65695 1.06502  O22 0.964
24 H 0.70612 3.35452 0.81582  O22 0.964
25 O 1.29130 -2.96985 1.52816  H26 0.964, H27 0.964
26 H 0.81140 -2.71759 0.73127  O25 0.964
27 H 0.65747 -2.82439 2.23956  O25 0.964
28 O 1.84858 -3.42932 -2.51394  H29 0.964, H30 0.964
29 H 2.80688 -3.53240 -2.50874  O28 0.964
30 H 1.59225 -3.57327 -1.59603  O28 0.964
31 O -3.65532 -4.38386 -0.62264  H32 0.964, H33 0.964
32 H -3.17200 -3.59046 -0.36592  O31 0.964
33 H -4.02801 -4.70935 0.20450  O31 0.964

* Kohn-Sham gap: 11.18 eV
* lowest unoccupied orbital energy: -0.26 eV
* HOMO: -11.4 eV
* charge: 0

--- b ---
A cluster of 11 separate species, H22O11 in total. Source: OMol25; level of theory: ωB97M-V/def2-TZVPD.

Each atom is followed by the atoms it is bonded to, with distances in Å.
Atoms and positions in Å:
1 O 0.42056 -0.76036 0.59878  H2 0.964, H3 0.964
2 H -0.48449 -0.71271 0.92681  O1 0.964
3 H 0.85418 0.00378 0.99508  O1 0.964
4 O 0.16051 -2.84647 -2.86428  H5 0.964, H6 0.964
5 H 0.01583 -2.03058 -2.37197  O4 0.964
6 H -0.03394 -2.60700 -3.77743  O4 0.964
7 O 1.83682 1.18788 -2.22040  H8 0.964, H9 0.964
8 H 1.22267 1.88359 -1.96002  O7 0.964
9 H 1.81467 1.20402 -3.18385  O7 0.964
10 O -3.66460 -2.18533 0.56471  H11 0.964, H12 0.964
11 H -3.63322 -1.47190 1.21203  O10 0.964
12 H -3.51150 -2.98162 1.08574  O10 0.964
13 O -3.96680 0.78329 -0.98777  H14 0.964, H15 0.964
14 H -4.67134 0.16305 -0.76885  O13 0.964
15 H -4.32678 1.29877 -1.71831  O13 0.964
16 O 2.90076 3.95846 0.67069  H17 0.964, H18 0.964
17 H 2.77077 3.01915 0.49810  O16 0.964
18 H 2.05462 4.25052 1.02811  O16 0.964
19 O -3.41039 2.05704 2.78243  H20 0.964, H21 0.964
20 H -3.38582 3.01880 2.72406  O19 0.964
21 H -3.96655 1.79126 2.04147  O19 0.964
22 O 0.77821 4.17440 -1.69890  H23 0.964, H24 0.964
23 H 1.71908 4.27915 -1.87998  O22 0.964
24 H 0.73748 3.42245 -1.09731  O22 0.964
25 O 2.51181 -3.18554 -1.54996  H26 0.964, H27 0.964
26 H 3.24835 -3.62671 -1.98799  O25 0.964
27 H 2.89563 -2.36901 -1.21092  O25 0.964
28 O -1.40876 -2.06853 0.91476  H29 0.964, H30 0.964
29 H -1.71631 -2.97475 0.79997  O28 0.964
30 H -1.91891 -1.74089 1.66403  O28 0.964
31 O 4.52112 -1.95300 3.73861  H32 0.964, H33 0.964
32 H 5.46263 -1.89256 3.54139  O31 0.964
33 H 4.17372 -1.08867 3.49116  O31 0.964

* Kohn-Sham gap: 10.02 eV
* lowest unoccupied orbital energy: -0.07 eV
* HOMO: -10.1 eV
* charge: 0

Relative energies, in hartree, with the most stable structure set to zero: a 0.0000; b 0.0536.

--- a ---
The molecule C6H8. Source: OMol25; level of theory: ωB97M-V/def2-TZVPD.

Each atom is followed by the atoms it is bonded to, with distances in Å.
Atoms and positions in Å:
1 C -2.60586 -1.13550 1.28244  C2 1.206, H7 1.068
2 C -1.59925 -0.48057 1.17119  C1 1.206, C3 1.466
3 C -0.42235 0.37875 1.01105  C2 1.466, C4 1.502, H8 1.107, H9 1.105
4 C 0.86652 -0.28841 0.62477  C3 1.502, C5 1.470
5 C 1.57451 0.54349 -0.35823  C4 1.470, C6 1.567, H11 1.092, H12 1.104
6 C 0.76208 -0.17037 -1.49277  C5 1.567, H10 1.107, H13 1.089, H14 1.091
7 H -3.48535 -1.73242 1.38654  C1 1.068
8 H -0.69867 1.28792 0.44348  C3 1.107
9 H -0.09330 0.72389 2.00761  C3 1.105
10 H 0.32560 -1.11932 -1.12539  C6 1.107
11 H 2.64313 0.34089 -0.45076  C5 1.092
12 H 1.39547 1.63263 -0.35409  C5 1.104
13 H -0.07162 0.45154 -1.81484  C6 1.089
14 H 1.40909 -0.43252 -2.33098  C6 1.091

* Kohn-Sham gap: 9.20 eV
* lowest unoccupied orbital energy: 0.68 eV
* HOMO: -8.5 eV
* charge: 0

--- b ---
The molecule C6H8. Source: OMol25; level of theory: ωB97M-V/def2-TZVPD.

Each atom is followed by the atoms it is bonded to, with distances in Å.
Atoms and positions in Å:
1 C -1.31541 -0.37230 -0.62608  C2 1.315, C4 1.315
2 C -1.85826 -0.31352 -1.82214  C1 1.315, H7 1.079, H8 1.117
3 C -0.16491 0.74479 1.21333  C4 1.505, C5 1.506, H9 1.132, H10 1.110
4 C -0.66548 -0.48895 0.51074  C1 1.315, C3 1.505, C5 1.844, H11 1.136
5 C 0.61668 0.69994 -0.07343  C3 1.506, C4 1.844, C6 1.515
6 C 1.90358 -0.06522 0.15511  C5 1.515, H12 1.048, H13 1.143, H14 1.145
7 H -1.21222 -0.18575 -2.67692  C2 1.079
8 H -2.97455 -0.35556 -1.80672  C2 1.117
9 H -0.82951 1.63303 1.43629  C3 1.132
10 H 0.42730 0.70326 2.15182  C3 1.110
11 H -0.34105 -1.49093 0.93739  C4 1.136
12 H 2.48978 0.78838 0.31749  C6 1.048
13 H 2.12508 -0.60838 -0.82632  C6 1.143
14 H 1.79894 -0.68878 1.10943  C6 1.145

* Kohn-Sham gap: 8.66 eV
* lowest unoccupied orbital energy: 0.94 eV
* HOMO: -7.7 eV
* charge: 0

Relative energies, in hartree, with the most stable structure set to zero: a 0.0000; b 0.0149.

--- a ---
The molecule C6H8. Source: OMol25; level of theory: ωB97M-V/def2-TZVPD.

Each atom is followed by the atoms it is bonded to, with distances in Å.
Atoms and positions in Å:
1 C -1.04645 1.45431 -0.80983  C2 1.332, H7 1.094, H8 1.061
2 C -1.25116 0.82489 0.34614  C1 1.332, C3 1.486, H9 1.036
3 C -0.22175 -0.23586 0.50116  C2 1.486, C4 1.353, C5 1.477
4 C 0.09092 -0.81384 1.68334  C3 1.353, H10 1.117, H11 1.069
5 C 0.54798 -0.79230 -0.63016  C3 1.477, C6 1.306, H12 0.978
6 C 1.75454 -0.42087 -0.96587  C5 1.306, H13 1.121, H14 1.054
7 H -1.54568 2.42078 -0.93032  C1 1.094
8 H -0.50959 1.01875 -1.61515  C1 1.061
9 H -1.84003 0.92926 1.19199  C2 1.036
10 H 0.85777 -1.62599 1.70584  C4 1.117
11 H -0.63570 -0.59588 2.43596  C4 1.069
12 H 0.07566 -1.48781 -1.12994  C5 0.978
13 H 1.98225 -1.09734 -1.83080  C6 1.121
14 H 2.37081 0.34024 -0.57619  C6 1.054

* Kohn-Sham gap: 9.85 eV
* lowest unoccupied orbital energy: 1.11 eV
* HOMO: -8.7 eV
* charge: 0

--- b ---
The molecule C6H8. Source: OMol25; level of theory: ωB97M-V/def2-TZVPD.

Each atom is followed by the atoms it is bonded to, with distances in Å.
Atoms and positions in Å:
1 C -1.32250 0.90860 0.47306  C2 1.535, H7 1.096, H8 1.095, H12 1.096
2 C -0.34192 0.21287 -0.48135  C1 1.535, C3 1.544, C6 1.496, H9 1.100
3 C 1.12431 0.65064 -0.27727  C2 1.544, C4 1.502, H10 1.098, H11 1.102
4 C 1.93121 -0.47970 0.29592  C3 1.502, C5 1.458
5 C 1.00021 -1.60077 0.24760  C4 1.458, C6 1.353, H13 1.088
6 C -0.23373 -1.24869 -0.18154  C2 1.496, C5 1.353, H14 1.091
7 H -2.31684 0.45026 0.43579  C1 1.096
8 H -1.42765 1.96726 0.21530  C1 1.095
9 H -0.69162 0.36121 -1.51334  C2 1.100
10 H 1.23255 1.55994 0.32817  C3 1.098
11 H 1.61800 0.89121 -1.23256  C3 1.102
12 H -0.95608 0.84252 1.50395  C1 1.096
13 H 1.26905 -2.61127 0.54701  C5 1.088
14 H -1.08560 -1.92232 -0.28303  C6 1.091

* Kohn-Sham gap: 7.77 eV
* lowest unoccupied orbital energy: -0.32 eV
* HOMO: -8.1 eV
* charge: 0

--- c ---
The molecule C6H8. Source: OMol25; level of theory: ωB97M-V/def2-TZVPD.

Each atom is followed by the atoms it is bonded to, with distances in Å.
Atoms and positions in Å:
1 C 2.20157 1.21740 0.43033  C2 1.309, H7 1.083, H8 1.103
2 C 1.19075 0.39802 0.29120  C1 1.309, C3 1.303
3 C 0.32790 -0.52978 -0.01095  C2 1.303, C4 1.448, C5 1.761
4 C 0.28124 -1.96782 -0.17683  C3 1.448, H9 1.030, H10 1.105, H11 1.130
5 C -1.29906 0.13419 -0.13297  C3 1.761, C6 1.383, H12 1.188
6 C -2.10813 1.24330 0.03102  C5 1.383, H13 1.096, H14 1.026
7 H 2.54412 1.68181 -0.48655  C1 1.083
8 H 2.55612 1.74253 1.33268  C1 1.103
9 H 0.56706 -2.33782 0.74088  C4 1.030
10 H 1.07033 -2.27022 -0.88947  C4 1.105
11 H -0.78939 -2.16954 -0.47810  C4 1.130
12 H -1.77569 -0.69675 -0.83592  C5 1.188
13 H -1.78266 2.09369 0.64043  C6 1.096
14 H -2.98416 1.46098 -0.45575  C6 1.026

* Kohn-Sham gap: 9.99 eV
* lowest unoccupied orbital energy: 1.05 eV
* HOMO: -8.9 eV
* charge: 0

Relative energies, in hartree, with the most stable structure set to zero: a 0.0000; b 0.0100; c 0.0436.